Record 1
{"formula": "C4H7BO", "method": "ωB97M-V/def2-TZVPD", "total_charge": 0, "de_lowest_ev": 3.949, "homo_ev": -10.307, "homo_lumo_gap_ev": 10.683, "total_energy_ev": -6981.72381, "molar_mass_da": 81.91, "fmax_ha_per_bohr": 0.0762, "spin_multiplicity": 1, "elements": ["B", "C", "C", "C", "C", "O", "H", "H", "H", "H", "H", "H", "H"], "coordinates": [[0.659935, -1.326244, -0.174397], [-1.139324, 1.436337, -1.124459], [0.085042, 1.422349, -0.849875], [-0.180153, -0.465154, 0.884135], [-0.144301, 1.064803, 0.689261], [0.202274, -1.932163, -1.351658], [1.802027, -1.508580, 0.104784], [1.052111, 1.661158, -1.217469], [-1.194751, -0.818857, 0.590622], [-0.055760, -0.652862, 1.904353], [0.650331, 1.457542, 1.186855], [-1.055477, 1.484292, 0.952732], [-0.681956, -1.822621, -1.594883]], "forces_ev_per_angstrom": [[0.10, -0.39, -0.29], [-1.62, 0.20, -0.94], [1.23, 0.25, 0.92], [-1.62, -0.13, -2.89], [-0.59, -2.84, -2.64], [2.86, 0.51, 2.21], [0.28, -0.23, -0.42], [0.42, -0.13, -0.33], [0.04, 0.52, 0.58], [0.57, -0.76, 1.55], [2.08, 1.60, 1.41], [-1.49, 0.86, 1.21], [-2.26, 0.53, -0.38]], "nbo_charge": [0.819, 0.149, -0.554, -0.767, -0.338, -0.864, -0.120, 0.276, 0.214, 0.234, 0.226, 0.236, 0.490]}

***

Record 2
{"formula": "C39H58BCl2F3GeN6O6S2Y", "method": "ωB97M-V/def2-TZVPD", "s_squared": 0.75, "total_charge": 2, "de_lowest_ev": 2.189, "homo_ev": [-10.593, -11.947], "homo_lumo_gap_ev": [6.039, 7.392], "total_energy_ev": -175711.48790, "molar_mass_da": 1071.29, "fmax_ha_per_bohr": 0.0143, "spin_multiplicity": 2, "elements": ["Y", "C", "C", "C", "C", "O", "Ge", "O", "C", "C", "C", "C", "O", "C", "C", "C", "C", "H", "H", "H", "H", "H", "H", "H", "H", "H", "H", "H", "H", "H", "H", "H", "H", "H", "H", "H", "H", "H", "H", "H", "H", "H", "H", "H", "C", "C", "N", "C", "C", "C", "O", "O", "C", "O", "C", "C", "C", "F", "C", "C", "C", "N", "C", "C", "N", "C", "C", "H", "H", "H", "H", "H", "H", "H", "H", "H", "H", "H", "H", "H", "H", "H", "H", "H", "H", "F", "B", "F", "Cl", "C", "Cl", "H", "H", "S", "C", "N", "C", "C", "C", "C", "C", "C", "H", "H", "H", "H", "H", "S", "C", "N", "C", "C", "N", "H", "H", "H", "H", "H", "H"], "coordinates": [[0.088736, 0.614541, -0.164178], [-2.443487, 1.773773, -2.886943], [-0.991275, 2.054323, -3.240898], [-0.871788, 3.488715, -3.746960], [-0.469233, 1.084335, -4.296939], [-0.217791, 1.878907, -2.033103], [1.674689, 2.432448, -2.024613], [2.022782, 0.579121, -1.483802], [3.377989, 0.080717, -1.563836], [4.136836, 0.521785, -0.318354], [4.072390, 0.602427, -2.818972], [3.303232, -1.435560, -1.631082], [1.400457, 2.685053, -0.173432], [1.295211, 4.036906, 0.366874], [2.397651, 4.888352, -0.258326], [-0.069414, 4.624733, 0.036687], [1.510126, 3.982024, 1.870976], [-3.064063, 1.848189, -3.782813], [-2.803180, 2.502414, -2.156500], [-2.547226, 0.780874, -2.455153], [-1.498469, 3.620807, -4.629885], [0.152832, 3.731401, -4.032189], [-1.203042, 4.197272, -2.987710], [-1.083841, 1.118033, -5.198350], [-0.456236, 0.066176, -3.907138], [0.552157, 1.348873, -4.580816], [4.101977, 1.606649, -0.209632], [5.180107, 0.206801, -0.371871], [3.683386, 0.085265, 0.573972], [4.258115, 1.675758, -2.763573], [3.466171, 0.399503, -3.704006], [5.037328, 0.111079, -2.943136], [2.849245, -1.834735, -0.720053], [4.308632, -1.853065, -1.712271], [2.725469, -1.755087, -2.498607], [2.232194, 5.053353, -1.325752], [3.366747, 4.403500, -0.126854], [2.435819, 5.865839, 0.222578], [-0.245135, 4.617583, -1.039716], [-0.118634, 5.657775, 0.383440], [-0.866946, 4.064839, 0.525342], [2.500555, 3.583302, 2.093099], [0.757193, 3.368811, 2.355047], [1.448082, 4.990020, 2.283381], [-7.205853, 3.427089, 1.167663], [-6.645873, 2.344093, 2.074910], [-5.468013, 1.677480, 1.493328], [-4.247290, 2.053912, 1.891175], [-3.068428, 1.570491, 1.385276], [-1.804592, 2.099325, 2.032926], [-1.911577, 2.879718, 2.956711], [-0.697915, 1.649985, 1.546638], [-3.111833, 0.606476, 0.351657], [-2.105694, 0.126326, -0.234869], [-4.438757, 0.146314, -0.050771], [-4.552691, -0.870520, -1.008893], [-5.789805, -1.292380, -1.390792], [-5.922504, -2.298005, -2.281510], [-6.964203, -0.727657, -0.868297], [-6.856069, 0.260558, 0.081306], [-5.594487, 0.703411, 0.514381], [-8.266219, -1.171147, -1.264764], [-8.546929, -1.158414, -2.691400], [-10.045418, -1.245897, -2.900466], [-10.546613, -2.518436, -2.263123], [-10.174400, -2.600816, -0.804049], [-8.674473, -2.431073, -0.661225], [-8.072216, 3.888145, 1.640476], [-7.512790, 3.030761, 0.199809], [-6.460530, 4.203236, 0.996101], [-7.389256, 1.585286, 2.316352], [-6.317631, 2.771515, 3.019822], [-4.190873, 2.794968, 2.679620], [-3.657727, -1.323033, -1.416712], [-7.768478, 0.689501, 0.467109], [-8.053484, -1.982753, -3.226986], [-8.192915, -0.225016, -3.127673], [-10.312000, -1.279709, -3.955034], [-10.567774, -0.426395, -2.410754], [-10.141636, -3.317784, -2.757181], [-11.559265, -2.592388, -2.370410], [-10.515749, -3.563761, -0.429143], [-10.711490, -1.797193, -0.303788], [-8.154128, -3.292346, -1.111579], [-8.437377, -2.425163, 0.401780], [-1.083693, -2.985138, 0.744575], [-0.249782, -2.011489, 1.243057], [-0.780185, -1.254622, 2.234596], [2.691741, -1.151955, 4.851176], [3.246062, -0.166856, 3.497277], [1.935699, 0.752973, 2.736795], [3.692744, -0.815099, 2.751978], [3.961521, 0.553362, 3.875879], [-0.017302, -4.413090, -2.590921], [0.141814, -2.822114, -1.933062], [-0.691931, -1.926097, -2.331383], [-1.570781, -2.491443, -3.261356], [-2.590871, -1.819525, -3.938735], [-3.367675, -2.517576, -4.839152], [-3.148636, -3.878557, -5.086172], [-2.141342, -4.558153, -4.434385], [-1.359650, -3.849043, -3.524935], [0.924409, -2.620289, -1.217333], [-2.751594, -0.764876, -3.773294], [-4.149445, -1.996878, -5.376504], [-3.763414, -4.400157, -5.807107], [-1.956580, -5.605008, -4.633090], [1.533286, -2.666606, 1.749068], [1.651105, -4.303694, 1.256221], [0.682883, -5.084203, 0.802997], [1.148483, -6.445236, 0.525467], [2.663807, -6.347832, 0.812264], [2.801951, -4.969887, 1.290988], [-0.261055, -4.752073, 0.681459], [0.938883, -6.716031, -0.507555], [0.650083, -7.154394, 1.184464], [3.264353, -6.498619, -0.083657], [2.985022, -7.054086, 1.574797], [3.658894, -4.567246, 1.628428]], "forces_ev_per_angstrom": [[0.18, 0.70, -0.14], [-0.03, 0.00, -0.06], [0.05, -0.08, -0.02], [0.03, 0.02, 0.04], [0.00, -0.04, 0.04], [0.13, 0.00, 0.01], [-0.06, -0.06, 0.08], [-0.13, -0.08, -0.08], [-0.01, 0.05, 0.06], [0.00, -0.03, 0.01], [-0.07, 0.03, -0.02], [0.08, -0.05, 0.05], [-0.09, -0.14, 0.05], [0.12, 0.00, -0.05], [-0.02, 0.01, -0.05], [-0.05, -0.02, 0.02], [0.04, -0.04, -0.06], [-0.02, 0.00, 0.02], [0.02, 0.01, 0.01], [0.00, -0.02, -0.01], [0.00, -0.01, -0.01], [0.00, 0.01, 0.00], [-0.01, 0.00, 0.01], [0.00, 0.00, 0.00], [-0.02, 0.03, -0.01], [0.00, 0.02, 0.00], [0.02, 0.01, -0.01], [0.01, 0.01, 0.01], [-0.01, 0.00, -0.02], [0.00, 0.00, -0.01], [0.01, 0.00, -0.01], [0.00, -0.03, 0.02], [-0.02, 0.02, 0.00], [-0.02, -0.02, 0.00], [0.00, 0.02, -0.04], [0.01, 0.02, 0.01], [0.02, 0.01, 0.01], [0.00, 0.00, 0.01], [0.02, 0.02, -0.03], [-0.02, 0.00, 0.00], [0.03, 0.00, 0.00], [0.01, 0.00, 0.01], [-0.05, -0.03, 0.04], [0.00, 0.01, -0.01], [0.01, -0.01, 0.02], [0.02, 0.02, 0.01], [-0.04, -0.07, -0.08], [0.07, -0.02, 0.00], [-0.13, 0.01, 0.05], [0.12, -0.16, 0.08], [-0.01, 0.07, -0.02], [-0.15, -0.01, -0.06], [0.10, -0.03, 0.05], [-0.09, -0.17, -0.07], [-0.07, 0.08, 0.06], [0.07, -0.05, -0.03], [-0.07, -0.02, 0.05], [0.03, -0.01, -0.01], [0.06, 0.02, -0.01], [-0.01, 0.04, -0.04], [-0.02, 0.04, 0.04], [-0.05, 0.01, 0.10], [0.01, 0.02, -0.03], [-0.03, -0.03, -0.01], [0.01, -0.01, 0.00], [-0.01, 0.00, -0.03], [0.00, -0.07, -0.03], [0.00, 0.01, -0.01], [0.00, 0.00, 0.00], [0.00, 0.00, 0.00], [0.01, 0.00, 0.01], [-0.02, -0.01, 0.00], [0.01, 0.01, 0.00], [0.00, 0.01, 0.01], [-0.01, -0.01, 0.00], [0.01, 0.02, -0.01], [0.00, 0.00, 0.01], [0.00, 0.01, 0.00], [0.01, 0.00, 0.00], [0.00, 0.01, 0.01], [0.00, 0.01, 0.00], [0.00, 0.01, 0.00], [0.01, 0.00, 0.00], [-0.01, 0.00, 0.01], [0.01, 0.01, 0.00], [0.05, 0.03, -0.01], [-0.05, 0.01, -0.04], [-0.01, -0.05, 0.01], [-0.04, 0.01, -0.05], [0.15, 0.04, 0.06], [-0.16, -0.13, 0.03], [0.00, 0.00, 0.00], [0.02, -0.02, -0.02], [0.04, 0.02, 0.03], [-0.03, 0.03, -0.01], [0.04, -0.12, -0.03], [0.00, 0.13, 0.04], [-0.03, -0.01, -0.01], [0.02, 0.01, 0.00], [0.00, 0.01, 0.01], [-0.01, 0.04, 0.00], [-0.01, -0.10, -0.04], [0.02, 0.00, 0.03], [0.01, 0.01, 0.02], [-0.01, -0.02, -0.01], [0.00, 0.00, 0.00], [0.00, 0.00, 0.00], [0.11, -0.04, 0.07], [-0.11, 0.10, 0.03], [0.00, -0.05, -0.05], [0.00, 0.02, 0.02], [0.00, -0.01, -0.01], [0.03, -0.01, 0.01], [-0.01, 0.03, 0.02], [0.01, -0.01, 0.00], [0.01, -0.01, -0.01], [-0.01, -0.01, 0.00], [0.00, 0.00, 0.00], [-0.01, 0.02, 0.00]], "mulliken_spin": [0.104, 0.001, 0.000, 0.001, 0.002, 0.072, 0.002, -0.030, 0.017, 0.001, 0.000, 0.006, -0.027, -0.003, 0.000, -0.002, 0.000, 0.000, 0.000, -0.003, 0.000, 0.000, 0.000, 0.000, 0.000, 0.000, -0.001, 0.000, 0.000, 0.000, 0.000, 0.000, -0.005, 0.000, 0.002, -0.001, 0.000, 0.000, 0.000, 0.000, 0.001, 0.000, 0.000, 0.000, 0.000, 0.000, 0.002, 0.002, 0.005, 0.002, 0.000, -0.031, -0.008, 0.020, -0.007, 0.000, -0.001, 0.000, 0.001, -0.001, 0.001, 0.000, 0.000, 0.000, 0.000, 0.000, 0.000, 0.000, 0.000, 0.000, 0.000, 0.000, 0.000, -0.001, 0.000, 0.000, 0.000, 0.000, 0.000, 0.000, 0.000, 0.000, 0.000, 0.000, 0.000, 0.014, 0.665, 0.029, 0.000, 0.000, 0.002, -0.001, 0.000, 0.000, 0.047, -0.010, 0.000, -0.001, 0.000, 0.000, 0.000, 0.001, 0.047, -0.001, 0.000, 0.000, 0.000, 0.013, 0.048, 0.006, 0.000, -0.001, 0.014, 0.004, 0.000, 0.001, 0.002, 0.000, -0.001]}